Molecular formula: C5H5FN2
Method: DFT, ωB97M-V with the def2-TZVPD basis set

Results
- frontier orbital gap (alpha / beta) (hartree) = 0.212 / 0.254
- expectation value of S² = 2.02
- LUMO (alpha / beta) (eV) = 0.80 / -2.21
- E (a.u.) = -402.7356
- 2S+1 = 3
- charge = 0
- ΔE to the lowest compared entry with this formula, charge and spin (kcal/mol) = 0.00

Atoms and positions in Å:
C (-0.6451, -0.5758, 1.1702)
C (0.0789, 1.5117, 1.0485)
C (-0.0748, -0.3379, -0.0813)
C (0.5749, -1.0151, -2.4371)
C (0.1351, -1.2248, -1.1965)
N (0.3263, 0.9839, -0.1367)
N (-0.4946, 0.5871, 1.8944)
F (-0.3955, -2.4276, -0.8271)
H (-0.9879, -1.4138, 1.6199)
H (0.2097, 2.4837, 1.4881)
H (0.3879, -1.8826, -3.1239)
H (1.0733, -0.0966, -2.5847)
H (-0.9466, 0.9731, 2.6857)

Forces on atoms 1 to 3 (eV/Å):
0.0922 1.5403 0.6615
-0.2953 -1.9366 -1.0977
1.0052 -0.8508 -3.4499

Here are the Löwdin charges for atoms 1 to 2, given in e: atom 1 (C): -0.028, atom 2 (C): -0.158